103
Properties=species:S:1:pos:R:3:mulliken_spin:R:1 method="wB97M-V/def2-TZVPD" molar_mass_g_mol=794.97 homo_ev="-7.56 / -7.65" multiplicity=4 total_charge=0 orbital_gap_ev="7.77 / 7.65" e_tot_ha=-3719.14059
Cr 1.36282 0.17977 0.32391 3.24
S 0.19160 3.29820 -2.66209 0.00
O 2.01389 1.72625 1.27317 0.02
O 0.38040 -1.44692 -0.19253 0.03
O 2.85592 4.35882 1.26548 0.00
N -0.95572 -1.04391 1.64378 0.01
N 4.32876 -2.47330 2.95556 0.00
N -0.60935 -0.14677 -3.43660 0.00
N -0.15764 0.09352 1.71940 -0.07
N 2.69820 -1.03776 1.55450 -0.15
N 0.22269 1.43939 -0.89248 -0.08
N -1.84782 -0.45351 -2.99891 0.00
C 0.11598 2.30675 2.63194 0.02
C 4.61178 0.25403 -2.81596 -0.01
C -3.44870 1.90151 -0.43571 0.00
C -3.59910 3.00993 -1.29104 0.00
C 4.20571 1.37376 -3.52847 0.02
C -5.17841 2.34782 1.29444 0.00
C -1.12418 -2.29315 -3.89683 0.00
C 1.21907 -1.30828 -4.55499 0.00
C -0.16149 -1.26224 -3.98656 0.00
C -5.77840 1.02728 -0.75010 0.00
C 2.17908 -1.24571 2.93411 0.05
C 3.02810 2.00155 -3.16863 -0.01
C -0.08510 4.58980 3.40323 0.00
C 4.06585 3.61870 1.40341 0.01
C 1.08300 4.90617 2.70706 0.01
C -0.58723 -1.75397 0.60421 -0.01
C -0.51758 1.00959 2.53773 0.05
C -0.93126 -3.81877 -0.72329 0.00
C -3.49400 -2.29785 -2.77345 0.00
C -1.27935 2.96273 -1.81511 -0.01
C -1.64312 -4.97001 -1.02761 0.00
C 4.90489 -1.15553 2.69241 0.00
C -2.19726 -1.73274 -3.24432 0.00
C 4.04389 -3.11076 1.66863 0.00
C -4.35020 0.01633 1.00255 0.00
C 2.69016 0.41292 -1.30762 -0.14
C 0.96141 2.02580 -1.79614 -0.03
C -2.53559 3.53516 -1.99092 0.00
C 3.06759 -2.27729 3.66813 0.00
C -2.78226 -5.29499 -0.30615 0.00
C -4.67181 1.32090 0.27214 0.00
C 1.77012 3.94911 1.99110 -0.02
C -2.50065 -3.31974 1.03612 0.00
C 2.29119 1.51102 -2.09315 0.00
C -1.35781 -2.98989 0.30834 0.00
C -1.08499 1.91368 -0.91672 0.02
C -0.55515 3.29904 3.36347 0.01
C -3.21019 -4.46816 0.72704 0.00
C -2.18599 1.36814 -0.24795 0.02
C 2.88077 -2.38913 0.95818 0.05
C 3.87047 -0.20382 -1.73196 -0.03
C 1.30962 2.61091 1.93722 0.02
C 4.02597 -0.37504 1.69194 0.03
H -3.78456 -3.15181 -3.38291 0.00
H 4.24629 -1.08493 -1.22404 0.00
H 5.51540 -0.26880 -3.10683 0.00
H -5.43335 0.30982 -1.49795 0.00
H 3.28299 -1.94505 4.68494 0.00
H -2.68014 4.35992 -2.67611 0.00
H -3.41714 -2.63890 -1.73816 0.00
H -6.06124 1.96465 1.81087 0.00
H 3.79616 -4.16088 1.83308 0.00
H -2.04917 0.49482 0.36943 0.00
H -4.28959 -1.55282 -2.83324 0.00
H -2.38116 0.23752 -2.49723 0.00
H 4.48119 -0.33064 0.70790 -0.01
H -2.82023 -2.66322 1.83377 0.00
H -5.44825 3.28924 0.81340 0.00
H -1.04562 -3.30666 -4.25458 0.00
H -3.98067 -0.75290 0.31918 0.00
H -5.25825 -0.36427 1.47419 0.00
H -0.05245 -3.53570 -1.28542 0.00
H -1.31133 -5.61052 -1.83515 0.00
H 4.98772 -0.62737 3.64421 0.00
H 1.47533 5.91524 2.70324 0.00
H 1.21632 -1.58675 -5.60997 0.00
H 3.84391 0.64846 2.01181 0.00
H -1.40095 0.82522 3.14998 0.00
H -4.40844 2.55982 2.03904 0.00
H -6.11000 1.92520 -1.27156 0.00
H 5.91474 -1.28164 2.29815 0.00
H 2.56394 -3.24330 3.73773 0.00
H 3.03662 -2.28720 -0.11311 -0.01
H 1.94346 -2.92819 1.08773 0.00
H -6.64575 0.59727 -0.24512 0.00
H 1.68641 -0.32981 -4.44768 0.00
H 4.78770 1.73659 -4.36528 0.00
H 2.18169 -0.27283 3.42802 -0.01
H -1.46823 3.03146 3.88333 0.00
H 4.95750 -3.07835 1.07123 0.00
H 1.14938 -1.59306 2.87431 0.00
H -4.57688 3.45254 -1.42880 0.00
H 1.83231 -2.03532 -4.01897 0.00
H 4.11222 2.80122 0.68513 0.00
H 2.67351 2.85326 -3.73888 0.00
H -3.33882 -6.19202 -0.54655 0.00
H 4.87547 4.32431 1.22252 0.00
H -4.09795 -4.72218 1.29183 0.00
H 4.16217 3.21539 2.41506 0.00
H -0.61053 5.35341 3.95967 0.00
H -3.60029 0.15044 1.78388 0.00


103
Properties=species:S:1:pos:R:3:mulliken_charge:R:1 method="wB97M-V/def2-TZVPD" molar_mass_g_mol=916.01 homo_ev=-3.60 total_charge=-1 orbital_gap_ev=5.83 e_tot_ha=-4207.95504 e_above_lowest_kj_mol=87.51
Y -0.22609 0.76032 1.05680 0.12
S -1.77483 2.53531 2.45961 -0.74
S 2.37371 0.33436 2.78400 1.59
S -0.87299 2.06982 -1.24342 -0.73
P -3.16859 1.26998 1.63243 2.32
P -2.09641 0.29956 -1.12685 0.96
Si 1.45854 -4.05269 -0.96084 0.12
O 3.53764 1.18243 2.80934 -0.77
O 1.10861 0.89407 3.26485 -0.81
O -1.01904 -1.43724 2.15758 0.71
N 1.96341 -0.21277 1.36536 0.62
N 1.87905 0.23336 -0.81022 0.38
C -2.50405 0.11120 0.58792 -1.75
C -1.12295 -2.19015 -4.51890 -0.93
C -2.29736 -2.92818 -4.58735 -0.53
C -1.54351 -2.22396 3.21401 0.12
C -5.84791 2.15435 1.38274 -0.39
C 2.71856 -3.54007 -2.25877 -0.80
C 2.69520 -0.08086 0.20465 0.08
C 2.23552 -3.31232 4.45966 -0.91
C 3.52851 -4.48125 6.27132 -1.44
C -3.57803 1.67248 -3.11232 -0.40
C 1.97275 -2.21598 3.65898 0.13
C 2.74198 -1.07043 3.80313 -0.29
C -4.35541 -0.03353 5.36136 -0.66
C -4.64222 -0.81018 2.71710 -0.13
C -4.20547 3.19489 -0.03693 -0.12
C -6.00316 0.54886 -2.37904 -0.55
C -4.52383 2.29629 0.98134 0.38
C -0.37780 -2.17094 -3.35129 0.46
C -5.06605 -1.18497 5.05289 -0.55
C -5.94714 1.41409 -3.46518 -0.48
C 0.01666 -2.84861 -0.96214 2.15
C 4.07201 -0.22724 0.02094 -0.91
C -0.78880 -2.88214 -2.22508 -0.50
C -3.79264 0.73418 4.34876 -0.61
C 3.26241 -3.28162 5.40226 1.02
C -6.53235 3.75870 -0.27316 -0.50
C -3.62632 0.81677 -2.01384 0.47
C -3.93119 0.35059 3.02029 -0.07
C 3.72705 0.31361 -2.29785 -1.15
C -2.71275 -3.64745 -3.47670 -0.74
C 4.02749 -2.12579 5.51903 -0.86
C -5.21190 -1.57215 3.72684 -0.58
C -1.96106 -3.62677 -2.30984 -0.18
C 2.27732 -4.00523 0.73188 -0.69
C -2.15785 -3.50810 2.68301 -1.36
C -5.20836 3.91496 -0.66432 -0.68
C -6.84970 2.88613 0.75601 -0.78
C 2.37450 0.43617 -2.02249 -0.20
C 4.57724 -0.02488 -1.24988 -0.56
C -4.72889 1.96962 -3.83061 -0.60
C 0.83529 -5.79245 -1.33346 -1.19
C 3.77422 -1.01782 4.72230 -0.73
C -4.85236 0.24806 -1.66699 -0.38
H -2.89259 -2.92674 -5.49190 0.38
H 2.27653 -3.54263 -3.25803 0.32
H -4.22995 0.26590 6.39482 0.39
H 4.42528 -4.34229 6.87426 0.35
H 3.09170 -2.53308 -2.05689 0.10
H 1.19118 -2.23454 2.90976 0.25
H -5.75708 -2.47558 3.48056 0.42
H -4.70937 -1.12332 1.68152 0.36
H -1.40454 -4.10482 2.16233 0.23
H 1.64915 0.72851 -2.77494 0.47
H 2.69066 -4.66166 6.94778 0.32
H -3.21732 1.62181 4.57989 0.41
H 0.40807 -5.84413 -2.33740 0.34
H -0.79914 -1.60616 -5.37206 0.40
H 4.83500 -2.09081 6.24105 0.33
H 3.57384 -4.22154 -2.26480 0.40
H -2.28983 -1.65218 3.77498 -0.07
H -4.95543 4.58767 -1.47451 0.41
H -2.57441 -4.10314 3.49936 0.48
H -6.95122 0.11856 -2.07645 0.41
H 2.63662 -2.99497 0.94599 0.11
H -4.67509 2.64836 -4.67460 0.39
H -2.63240 2.13023 -3.37880 0.33
H -0.62047 -3.04167 -0.09459 -0.22
H -5.49921 -1.78563 5.84385 0.34
H 0.05674 -6.08999 -0.62610 0.33
H -3.63525 -4.21443 -3.51207 0.39
H 3.12896 -4.68806 0.79168 0.54
H -1.80826 -1.09155 1.55721 -0.06
H 3.65989 -5.38026 5.66692 0.34
H -7.87956 2.76589 1.07119 0.40
H 1.64476 -6.52467 -1.26928 0.35
H 0.51645 -1.56098 -3.29040 0.38
H -3.17082 3.29958 -0.34899 0.30
H 0.44857 -1.85133 -0.80749 -1.39
H 1.63929 -4.21145 4.34689 0.37
H -0.73397 -2.45544 3.90978 0.40
H -6.84796 1.65873 -4.01568 0.37
H -2.95871 -3.27697 1.97693 0.25
H -4.89548 -0.41487 -0.81102 0.13
H -2.30507 -4.17168 -1.43695 0.38
H 1.57160 -4.27678 1.52112 0.03
H 4.36932 -0.11775 4.80314 0.51
H -7.31528 4.31620 -0.77344 0.37
H 4.71044 -0.46931 0.85956 0.53
H 5.64133 -0.12776 -1.42511 0.37
H -6.10772 1.46911 2.17937 0.28
H 4.10396 0.48437 -3.29644 0.39


99
Properties=species:S:1:pos:R:3:mulliken_spin:R:1 method="wB97M-V/def2-TZVPD" molar_mass_g_mol=753.76 homo_ev="-7.18 / -7.18" multiplicity=4 total_charge=0 orbital_gap_ev="7.67 / 7.24" e_tot_ha=-3629.17129 e_above_lowest_kj_mol=2.41
V -0.61739 -1.29476 -0.74079 2.73
P -4.38647 -5.54053 -4.10200 0.00
P -2.52292 -7.26389 -3.00621 0.00
O -2.42577 0.41724 0.30622 0.00
O 2.02566 0.32800 1.22367 0.01
O -0.78854 2.61753 3.92555 0.00
N -1.58859 1.83075 1.92355 0.00
N -0.20962 0.29312 0.75277 -0.05
C 0.80658 2.20692 2.12665 0.00
C -7.17953 -6.44474 -7.03692 0.00
C 0.54140 -2.45681 -2.88295 -0.06
C 0.03441 -1.17176 -3.55996 -0.04
C 1.85052 -1.11195 -1.15569 -0.04
C 0.85255 4.81295 1.73173 0.00
C -0.54880 -7.44846 -1.07159 0.00
C -0.55790 2.21554 2.78243 0.00
C -7.09940 -6.20981 -4.24754 0.00
C 1.58834 -7.28264 -2.88130 0.00
C 1.28913 1.23537 -2.05595 0.00
C 1.82857 -7.56721 -1.52830 0.00
C -4.00650 -0.97252 -4.24700 0.02
C -4.33489 -3.72922 -4.28066 0.00
C -0.99996 -2.76352 0.56997 -0.08
C -2.15450 -11.44684 -3.00123 0.00
C 3.28018 2.64852 2.73170 0.00
C -3.13343 -6.05197 -5.29814 0.00
C -1.44328 0.83172 0.95279 0.02
C -1.94329 -10.09484 -2.72338 0.00
C 2.25497 0.01661 -2.03684 -0.02
C 0.28378 -7.07806 -3.33040 0.00
C 0.76036 -7.61922 -0.62349 0.00
C -5.93606 -5.96877 -5.00470 0.00
C -0.14560 0.90315 -2.02363 0.08
C -2.29275 -6.99673 -4.78979 0.00
C -4.07110 -9.56314 -3.74273 0.00
C -4.26967 -10.92005 -4.00785 0.00
C -0.78607 -7.24356 -2.44649 0.00
C -2.87190 -9.13195 -3.13579 0.00
C -5.98988 -6.07235 -6.40220 0.00
C -0.71532 -0.16140 -2.72952 0.12
C 0.90536 0.84849 1.33310 0.04
C -3.36900 -3.14840 -3.43745 -0.03
C -4.95356 -1.55050 -5.10333 0.00
C -5.17561 -2.93335 -5.06848 0.00
C -8.28714 -6.57050 -4.88556 0.00
C 1.22094 -2.27389 -1.55956 0.16
C 1.89202 2.28642 3.22796 0.00
C -8.32648 -6.69904 -6.28202 0.00
C -3.34539 -1.76729 -3.29849 -0.06
C 0.88559 3.39043 1.13997 0.00
C -3.30809 -11.86833 -3.65673 0.00
H 0.26847 4.88842 2.65289 0.00
H -9.25128 -6.99447 -6.77871 0.00
H 0.94498 -7.80252 0.43500 0.00
H 2.41333 -7.22510 -3.58630 0.00
H -1.77142 -3.27344 -0.05482 -0.01
H -0.81015 1.72252 -1.71689 0.00
H 1.80759 3.24132 0.54911 0.00
H -7.20230 -6.53438 -8.12517 0.00
H 0.38636 5.47710 0.99682 0.00
H -1.42920 -2.29671 1.47530 0.01
H -1.38889 -7.49243 -0.37941 0.00
H -9.18633 -6.75541 -4.29506 0.00
H 2.84778 -7.74509 -1.18456 0.00
H -5.53569 -0.91986 -5.77854 0.00
H -3.45895 -12.92308 -3.89337 0.00
H 1.54881 1.89458 -1.20776 0.00
H 1.22327 -2.94052 -3.60237 0.02
H 2.46973 -0.30278 -3.07183 0.00
H 1.88078 1.32911 3.77072 0.00
H -5.98882 -3.37387 -5.65148 0.00
H 3.97439 2.55171 3.57386 0.00
H -7.06138 -6.11574 -3.16116 0.00
H -1.73817 0.04403 -3.07330 0.02
H -5.18421 -11.23892 -4.50164 0.00
H -3.78945 0.09704 -4.31048 0.00
H 0.84715 -0.70213 -4.12759 0.00
H -0.10833 -3.37632 0.77329 0.02
H 3.29568 3.69975 2.41649 0.00
H -1.59107 -7.63144 -5.34226 0.00
H 1.85200 5.21414 1.92006 0.00
H 3.20416 0.41647 -1.63135 0.00
H -2.86612 -1.33933 -2.40655 0.07
H 3.62146 2.01599 1.89957 0.00
H 1.52551 1.80615 -2.97440 0.00
H -0.68349 -1.51075 -4.32331 0.00
H -2.51929 2.02014 2.23917 0.00
H 1.61394 3.05292 3.96615 0.00
H -2.69461 -3.78558 -2.86052 0.03
H 0.10701 -6.81496 -4.37426 0.00
H -4.83636 -8.83769 -4.02633 0.00
H 1.33902 -3.17341 -0.94146 0.02
H 0.03329 3.30427 0.43997 0.00
H -1.03452 -9.78735 -2.20047 0.00
H -5.10407 -5.87578 -7.00445 0.00
H -3.11087 -5.61914 -6.29728 0.00
H -0.28563 -3.17577 -2.77197 -0.01
H 2.34881 -1.12353 -0.18306 0.02
H -1.39614 -12.17127 -2.70561 0.00


103
Properties=species:S:1:pos:R:3:mulliken_charge:R:1 method="wB97M-V/def2-TZVPD" molar_mass_g_mol=946.30 homo_ev=-4.69 total_charge=-1 orbital_gap_ev=7.25 e_tot_ha=-3164.32001 e_above_lowest_kj_mol=234.50
Sb -3.45338 -0.77798 -0.10420 0.09
Sr -0.06071 0.13589 -0.90392 0.93
S 0.11231 2.75204 -0.48870 1.48
P 2.61190 0.78728 0.33254 1.84
O -0.70714 0.56187 -2.98159 -0.64
O 1.06015 1.96511 -1.28506 -0.61
O -1.06564 1.96456 -0.11500 -0.21
O 0.27166 0.06059 1.29994 1.02
O -0.21326 4.03221 -1.05915 -0.83
N -0.29408 -2.06315 -2.48193 0.53
N 0.37869 -2.49926 0.21464 0.62
C -5.41071 -2.39209 -1.86618 -1.49
C 0.49742 -3.57299 -0.74781 -0.93
C 3.88535 -0.00723 1.43319 0.13
C 3.92224 0.83297 -2.09188 -0.26
C -0.03298 -2.49929 3.84836 -0.53
C -4.34553 2.18991 -0.49229 -1.32
C -0.14880 -0.33567 4.85892 -0.71
C -5.13317 -2.17968 -0.37992 0.33
C 5.34074 2.55069 -2.98327 -0.60
C 2.90342 2.69150 2.44988 -0.42
C 0.73041 1.62810 -4.52782 -0.70
C 0.22427 -2.82401 1.43706 -1.07
C 0.45478 -1.99764 -3.51422 -0.61
C -5.47564 0.04155 2.16247 -1.71
C -4.53382 0.82194 -1.14658 0.43
C 4.70232 1.32639 -3.12684 -0.59
C 2.16681 2.28990 1.33597 -0.19
C 4.39245 -1.18884 3.49313 -0.88
C 1.69750 1.53033 -5.49240 -0.54
C -3.98377 -0.18275 1.94183 0.61
C -4.86370 -3.51382 0.31234 -1.31
C 0.83118 -0.77944 -4.19682 0.74
C 6.06831 -1.00106 1.79340 -0.75
C 5.17787 -0.29592 0.99204 -0.87
C 3.50747 -0.48140 2.69464 -0.06
C 3.76941 1.54409 -0.90091 0.50
C 4.41405 2.76919 -0.76978 -0.39
C 0.11867 -0.50827 2.43249 0.01
C 1.43664 4.56384 2.83805 -0.79
C -3.42798 -1.16702 2.96926 -1.34
C 5.19594 3.26818 -1.80423 -0.74
C 0.10126 -1.93059 2.57552 0.78
C -0.01106 0.25932 3.62788 -0.58
C -0.16151 -1.73304 4.98640 -1.19
C 2.54797 3.81273 3.18724 -0.77
C -4.04911 0.85772 -2.59874 -1.43
C -0.49525 -3.37248 -1.89527 -0.71
C 2.23906 0.28501 -5.86412 -0.81
C 1.05546 3.07954 0.99291 0.06
C 5.68205 -1.44841 3.04760 -0.56
C 0.69209 4.19571 1.72958 -0.57
C 0.22790 0.47686 -3.84525 0.69
C 1.80061 -0.84132 -5.21151 -0.64
H 4.07107 -1.54199 4.46602 0.45
H 5.50199 0.03878 0.01580 0.38
H -4.64629 1.56614 -3.18459 0.44
H 7.07218 -1.19661 1.43458 0.42
H 3.15206 4.10244 4.03902 0.41
H -5.64496 0.52556 3.13142 0.43
H -4.52483 -2.77465 -2.38203 0.25
H 0.86401 -2.92820 -3.94253 0.18
H -0.03495 -3.58345 3.92793 0.35
H -0.24081 0.28281 5.74546 0.39
H -2.38287 -1.40683 2.78167 0.31
H 2.05934 2.42911 -5.98008 0.41
H -5.92558 0.66864 1.39109 0.36
H -5.71422 -1.46666 -2.35764 0.31
H -4.75993 2.22840 0.51626 0.31
H -4.70082 -3.39225 1.38444 0.24
H 1.16037 5.43694 3.41567 0.39
H 2.50948 -0.28234 3.06455 0.54
H 2.99147 0.22272 -6.64025 0.41
H 2.21576 -1.81299 -5.46722 0.32
H -3.97654 -3.99744 -0.10745 0.22
H -3.29029 2.45218 -0.43591 -0.04
H -3.49233 -0.75088 3.98045 0.46
H -3.00385 1.16902 -2.64961 0.09
H 0.32956 2.58872 -4.22590 0.41
H 5.68755 4.22764 -1.69228 0.39
H -6.00162 -1.70100 0.07878 0.36
H 5.93387 2.95302 -3.79590 0.36
H 0.34486 -4.56262 -0.29042 0.38
H -6.21748 -3.12234 -2.00236 0.44
H -4.84535 2.96100 -1.09041 0.46
H -5.59169 0.54228 -1.11304 0.55
H 0.01049 1.33924 3.51957 0.35
H -3.99870 -2.10010 2.96534 0.23
H 6.37837 -1.99425 3.67302 0.37
H -1.50945 -3.42160 -1.49068 -0.20
H 0.18172 -3.89477 1.69823 0.04
H -5.71108 -4.19673 0.17633 0.41
H 4.30230 3.34683 0.13998 0.37
H 1.50543 -3.54013 -1.17566 0.26
H -0.27169 -2.19776 5.95806 0.38
H 4.78754 0.76822 -4.05096 0.41
H 3.77225 2.12262 2.75097 0.49
H -4.11638 -0.11830 -3.08513 0.29
H -6.00846 -0.91294 2.17781 0.33
H 3.39860 -0.11086 -2.21302 0.18
H -0.16580 4.77248 1.40865 0.50
H -3.44454 0.76460 2.04504 0.32
H -0.36083 -4.18338 -2.62496 0.45